Here is a structure of composition C2H16Li5O16S2 at a distorted geometry from the OMol25 dataset. Energies are from the ωB97M-V functional and the def2-TZVPD basis.

As for the charge: -1. As for the LUMO energy: -1.59 eV. For the strongest force on any atom, the calculation gives 7.17 eV/A. Its orbital gap is 1.334 eV. The calculation puts the relative energy (zero: lowest compared OMol25 entry of this formula, charge and spin) at 2178.2 kJ/mol. The total energy comes out at -2123.388587 a.u.

Element x y z (Å)
Li1 -0.7715 -1.2260 2.8900
Li2 -3.9124 0.9042 0.6943
Li3 -2.3618 -4.8352 -0.1777
Li4 -0.5175 2.9595 1.9994
Li5 3.4401 -2.3787 1.9747
S1 -4.5636 5.2370 2.1818
O1 -4.5470 5.0266 3.5840
O2 -3.9608 6.5163 1.9059
O3 -3.7283 4.1896 1.7007
O4 -5.9256 5.1445 1.6806
S2 -0.0681 -0.8264 -0.9833
O5 1.0457 -1.4742 -0.3784
O6 -0.7301 -0.0340 0.0792
O7 0.2890 0.0007 -2.1350
O8 -1.0511 -1.8206 -1.3542
O9 1.5136 -1.7372 5.0857
C1 1.9122 -0.6902 5.9904
C2 0.8945 0.5322 6.2110
O10 0.0154 0.9841 5.2013
H1 2.8271 -0.2212 5.6284
H2 2.1982 -1.1570 6.9330
H3 1.4303 1.4555 6.4313
H4 0.1658 0.3199 6.9934
O11 -1.1359 2.9584 -5.2972
H5 -0.3159 3.4367 -5.1743
H6 -1.1261 2.2863 -4.6158
O12 -4.6999 -0.3750 -2.0073
H7 -5.1932 -0.6393 -2.7838
H8 -3.9218 -0.9324 -2.0160
O13 3.4385 2.1850 -3.8483
H9 3.2317 3.1033 -4.0219
H10 2.6099 1.8031 -3.5587
O14 4.3971 -5.2266 0.7014
H11 4.6547 -6.1317 0.8762
H12 3.7474 -5.2929 0.0017
O15 1.9230 -4.6928 -3.6024
H13 1.0944 -4.2636 -3.8153
H14 2.5470 -3.9738 -3.5026
O16 1.6125 -0.4756 -6.8520
H15 1.0538 -0.1365 -6.1526
H16 2.4888 -0.5018 -6.4676